# 1
Formula: C29H69N2O9
Source: OMol25
Level of theory: ωB97M-V with the def2-TZVPD basis set

Atoms and positions in Å:
C (-0.3168, -4.8045, 6.2735)
O (-0.9803, -4.7861, 5.0151)
C (-1.1342, -3.5530, 4.4334)
N (-1.8782, -2.5625, 5.2499)
C (-1.2869, -1.5678, 6.0019)
C (-2.2663, -0.8272, 6.5389)
N (-3.4494, -1.3833, 6.1036)
C (-3.1984, -2.4381, 5.3334)
C (-4.2597, -3.2381, 4.6877)
C (-4.3775, -4.6423, 5.3340)
C (-4.8799, -4.7041, 6.7180)
O (-3.4743, -4.9968, 6.3286)
H (0.3172, -5.6882, 6.2975)
H (0.3187, -3.9270, 6.4166)
H (-1.0434, -4.8758, 7.0829)
H (-1.7098, -3.7066, 3.5215)
H (-0.1926, -3.0733, 4.1572)
H (-0.2216, -1.4375, 6.0754)
H (-2.2182, 0.0490, 7.1593)
H (-4.3847, -1.0398, 6.2941)
H (-5.2182, -2.7575, 4.8755)
H (-4.0667, -3.3798, 3.6237)
H (-4.7046, -5.4422, 4.6757)
H (-5.3931, -5.6084, 7.0167)
H (-4.7235, -3.9027, 7.4278)
C (-7.4798, 1.0762, 3.5133)
C (-6.8240, -0.2550, 3.8325)
C (-7.6358, -1.4267, 3.3070)
O (-6.6398, -0.3958, 5.2537)
H (-8.4680, 1.1323, 3.9767)
H (-6.8840, 1.9019, 3.9015)
H (-7.5978, 1.2081, 2.4381)
H (-5.8208, -0.2783, 3.4014)
H (-8.6289, -1.4484, 3.7626)
H (-7.1488, -2.3711, 3.5557)
H (-7.7592, -1.3743, 2.2257)
H (-7.5157, -0.3795, 5.6559)
C (-0.5403, -2.7730, 0.6086)
C (0.4643, -1.7991, 1.2027)
C (1.4338, -1.2872, 0.1540)
O (1.1691, -2.4248, 2.2846)
H (-0.0298, -3.6463, 0.1941)
H (-1.2347, -3.1326, 1.3689)
H (-1.1216, -2.3062, -0.1863)
H (-0.0668, -0.9573, 1.6520)
H (2.0076, -2.1151, -0.2719)
H (2.1454, -0.5908, 0.5986)
H (0.9117, -0.7773, -0.6571)
H (1.6580, -3.1755, 1.9291)
C (3.1850, 0.9520, -2.7243)
C (1.9468, 1.1958, -3.5710)
C (2.0087, 2.5409, -4.2677)
O (0.7701, 1.1055, -2.7527)
H (3.2671, 1.7134, -1.9426)
H (3.1189, -0.0211, -2.2346)
H (4.0935, 0.9833, -3.3266)
H (1.8507, 0.4014, -4.3125)
H (2.0592, 3.3502, -3.5331)
H (1.1121, 2.7023, -4.8688)
H (2.8836, 2.6100, -4.9105)
H (0.8348, 1.8043, -2.0922)
C (7.1204, 4.4218, -4.6573)
C (6.3129, 3.1953, -4.2660)
C (7.1660, 1.9380, -4.2855)
O (5.1834, 3.0523, -5.1320)
H (7.5074, 4.3114, -5.6740)
H (6.4966, 5.3157, -4.6346)
H (7.9640, 4.5642, -3.9816)
H (5.8948, 3.3378, -3.2676)
H (7.5526, 1.7565, -5.2925)
H (6.5714, 1.0685, -4.0010)
H (8.0108, 2.0248, -3.6009)
H (5.5160, 2.9260, -6.0277)
C (-5.2711, -4.4077, -2.2430)
C (-3.9341, -3.8788, -1.7506)
C (-2.7762, -4.4523, -2.5511)
O (-3.7665, -4.1681, -0.3580)
H (-5.3116, -5.4950, -2.1337)
H (-6.0895, -3.9847, -1.6601)
H (-5.4305, -4.1637, -3.2934)
H (-3.9235, -2.7901, -1.8223)
H (-2.7484, -5.5408, -2.4498)
H (-1.8261, -4.0605, -2.1870)
H (-2.8683, -4.2095, -3.6098)
H (-3.7715, -5.1263, -0.2568)
C (-3.2746, 4.8132, -5.4641)
C (-1.8289, 5.2137, -5.7149)
C (-1.2095, 4.3922, -6.8351)
O (-1.0603, 5.0808, -4.5202)
H (-3.3278, 3.7634, -5.1616)
H (-3.7028, 5.4130, -4.6608)
H (-3.8841, 4.9436, -6.3591)
H (-1.7837, 6.2730, -5.9714)
H (-1.2078, 3.3312, -6.5685)
H (-0.1755, 4.6941, -7.0025)
H (-1.7625, 4.5105, -7.7677)
H (-1.0753, 4.1516, -4.2643)
C (7.8894, 4.5021, -0.6569)
C (9.1462, 3.6464, -0.6081)
C (10.2486, 4.3196, 0.1938)
O (9.6005, 3.3541, -1.9300)
H (8.1006, 5.4588, -1.1430)
H (7.1089, 4.0032, -1.2326)
H (7.5076, 4.7043, 0.3445)
H (8.9110, 2.6782, -0.1634)
H (10.5255, 5.2710, -0.2687)
H (11.1391, 3.6921, 0.2202)
H (9.9305, 4.5167, 1.2183)
H (9.8238, 4.1901, -2.3543)

## Properties
* multiplicity: 1
* net charge: +1
* M: 589.88 g mol⁻¹
* orbital gap: 9.30 eV
* E_HOMO: -11.29 eV

Löwdin population analysis, charges in e, atoms 1 to 6:
1. C -0.058
2. O -0.124
3. C -0.149
4. N 0.061
5. C -0.004
6. C -0.011

# 2
Formula: C29H72Br3F15N6O21S5
Source: OMol25
Level of theory: ωB97M-V with the def2-TZVPD basis set

Atoms and positions in Å:
C (-4.7060, -7.1811, -2.7193)
C (-4.2791, -6.1004, -3.7155)
C (-3.7660, -4.7806, -3.0768)
O (-3.3201, -3.8027, -3.9887)
C (-2.6239, -2.6261, -3.5896)
N (-3.2911, -6.6949, -4.7755)
H (-2.3262, -6.6834, -4.4770)
H (-3.4788, -7.6796, -4.8991)
H (-3.3797, -6.3212, -5.7096)
H (-5.4317, -6.8241, -1.9885)
H (-3.8750, -7.7218, -2.2663)
H (-5.2844, -7.9059, -3.2922)
H (-5.1926, -5.7908, -4.2231)
H (-2.9512, -4.9870, -2.3827)
H (-4.6486, -4.4336, -2.5396)
H (-2.4226, -1.9640, -4.4318)
H (-1.6734, -2.8617, -3.1109)
H (-3.1711, -2.0572, -2.8378)
C (0.4680, -17.4577, -1.0006)
C (0.9229, -15.9444, -0.8576)
C (1.9910, -15.6435, 0.1954)
O (3.3130, -16.1055, -0.0626)
C (4.1314, -15.7206, 1.0285)
N (1.5600, -15.4663, -2.1685)
H (0.9410, -15.3550, -2.9588)
H (2.0653, -14.6008, -2.0431)
H (2.2426, -16.1588, -2.4417)
H (-0.0414, -17.4901, -1.9637)
H (-0.1421, -17.6560, -0.1194)
H (1.2289, -18.2365, -1.0534)
H (0.0904, -15.2729, -0.6476)
H (1.7272, -16.0769, 1.1602)
H (1.9673, -14.5860, 0.4587)
H (5.0474, -16.3081, 0.9655)
H (3.6433, -16.0501, 1.9458)
H (4.2779, -14.6407, 1.0519)
C (-8.5409, -18.2414, -3.2899)
C (-9.8460, -17.4850, -3.0190)
C (-10.7977, -18.2385, -2.0902)
O (-11.9330, -17.4714, -1.9251)
C (-12.9441, -18.2035, -1.2508)
N (-9.4972, -16.0587, -2.5791)
H (-10.1944, -15.3849, -2.8622)
H (-9.1993, -15.9884, -1.6166)
H (-8.6885, -15.7516, -3.1003)
H (-8.7612, -19.3086, -3.3150)
H (-7.6648, -18.0156, -2.6819)
H (-8.3828, -17.8388, -4.2904)
H (-10.3879, -17.4271, -3.9629)
H (-10.2910, -18.2539, -1.1253)
H (-10.9972, -19.2339, -2.4870)
H (-12.4928, -18.4951, -0.3024)
H (-13.4076, -18.9049, -1.9446)
H (-13.6691, -17.4564, -0.9278)
C (-18.4174, -13.1898, -2.2706)
C (-18.1123, -13.0682, -3.7495)
C (-17.2673, -14.3055, -4.2442)
O (-17.2335, -14.2494, -5.6702)
C (-16.6071, -15.4160, -6.2735)
N (-19.3828, -13.0915, -4.5878)
H (-19.1055, -13.0425, -5.5577)
H (-19.9990, -13.8668, -4.3895)
H (-19.8171, -12.2210, -4.3162)
H (-19.2131, -12.5219, -1.9409)
H (-17.5498, -12.9727, -1.6474)
H (-18.7060, -14.1801, -1.9182)
H (-17.5583, -12.1470, -3.9297)
H (-17.7060, -15.2771, -4.0171)
H (-16.3108, -14.1804, -3.7366)
H (-16.4948, -15.3657, -7.3566)
H (-17.2791, -16.2398, -6.0329)
H (-15.6317, -15.5412, -5.8033)
C (-6.3393, -21.3420, 5.0223)
C (-7.8767, -21.1710, 4.9774)
C (-8.7778, -22.2902, 5.6353)
O (-8.7867, -22.4464, 7.0545)
C (-9.5107, -23.5467, 7.5090)
N (-8.1153, -19.7886, 5.4921)
H (-7.5000, -19.1200, 5.0512)
H (-9.0327, -19.4078, 5.3090)
H (-7.7881, -19.6966, 6.4432)
H (-6.0140, -22.3256, 4.6833)
H (-5.9154, -21.1537, 6.0087)
H (-5.7826, -20.6031, 4.4459)
H (-8.3308, -21.1668, 3.9865)
H (-8.7622, -23.2768, 5.1722)
H (-9.8296, -22.1291, 5.3990)
H (-9.0436, -24.4731, 7.1746)
H (-10.5379, -23.5381, 7.1446)
H (-9.5453, -23.4517, 8.5943)
C (-5.7792, -23.8211, -8.0309)
C (-6.8685, -24.9405, -8.2808)
C (-6.4017, -26.3671, -8.1071)
O (-7.3336, -27.3795, -8.1172)
C (-6.8496, -28.7021, -8.1103)
N (-8.1026, -24.7607, -7.4354)
H (-7.7926, -24.6859, -6.4770)
H (-8.6613, -23.9591, -7.6913)
H (-8.6999, -25.5681, -7.5422)
H (-5.1299, -23.8152, -8.9064)
H (-5.2709, -24.0659, -7.0982)
H (-6.2453, -22.8427, -7.9146)
H (-7.2403, -24.8438, -9.3008)
H (-5.9391, -26.4873, -7.1275)
H (-5.5714, -26.5070, -8.7994)
H (-6.1420, -28.9038, -7.3062)
H (-6.3036, -28.9428, -9.0225)
H (-7.6067, -29.4635, -7.9223)
C (-13.1105, -12.0953, 3.6832)
F (-12.0429, -11.5412, 4.1087)
F (-14.1474, -11.2972, 3.8116)
F (-12.9785, -12.4170, 2.3907)
S (-13.4317, -13.6949, 4.7732)
O (-12.1995, -14.5032, 4.5951)
O (-13.6481, -13.3254, 6.2015)
O (-14.6609, -14.3000, 4.2336)
C (-11.5472, -19.7582, -12.3092)
F (-11.3267, -19.3242, -13.5602)
F (-12.9293, -19.6638, -12.0736)
F (-11.1102, -20.9988, -12.2267)
S (-10.5829, -18.5987, -10.9660)
O (-11.2104, -17.3075, -10.8124)
O (-10.6530, -19.3703, -9.6910)
O (-9.2171, -18.5237, -11.4236)
C (-12.1984, -8.7714, -8.2708)
F (-12.6878, -7.5743, -8.6559)
F (-13.2305, -9.3654, -7.6282)
F (-11.6814, -9.4380, -9.2535)
S (-10.7922, -8.4148, -7.0580)
O (-10.7781, -9.6024, -6.2232)
O (-9.5518, -8.2615, -7.8609)
O (-11.1494, -7.1744, -6.3185)
C (-15.6054, -24.6308, 1.4859)
F (-14.7470, -25.3280, 2.2019)
F (-15.8353, -23.5174, 2.1437)
F (-15.0719, -24.4296, 0.2567)
S (-17.1850, -25.6639, 1.4130)
O (-18.1098, -24.8767, 0.5970)
O (-16.7834, -26.9662, 0.8156)
O (-17.6680, -25.7813, 2.7886)
C (-15.6494, -24.2765, -7.0113)
F (-14.6803, -25.2343, -6.9257)
F (-15.8393, -23.8706, -5.7803)
F (-15.3595, -23.3643, -7.9170)
S (-17.2510, -25.2092, -7.7197)
O (-18.3492, -24.2905, -7.4722)
O (-17.0398, -25.4733, -9.1329)
O (-17.3496, -26.4274, -6.9214)
Br (-3.7869, -13.5828, -6.3403)
Br (-6.7950, -24.7642, -1.7386)
Br (-4.9570, -14.6644, 2.4038)

## Properties
* multiplicity: 1
* net charge: -2
* M: 1525.93 g mol⁻¹
* orbital gap: 3.72 eV
* E_HOMO: -3.73 eV

Löwdin population analysis, charges in e, atoms 1 to 6:
1. C -0.027
2. C -0.260
3. C -0.186
4. O -0.192
5. C -0.081
6. N 0.256